The following is a DFT calculation (ωB97M-V with the def2-TZVPD basis set) of a 2-piece molecular cluster, C3H7O2S overall at a distorted geometry.

XYZ file:
```
13
Properties=species:S:1:pos:R:3:forces:R:3:mulliken_charge:R:1
C 2.13372 -0.51456 0.55497 0.026 -0.108 0.897 -0.50
S 2.81673 0.92018 1.49719 -1.277 0.147 -0.035 -0.33
H 2.95598 -1.07517 0.09559 -0.073 0.081 0.299 0.33
H 1.56744 -1.12319 1.30629 0.515 0.350 -1.119 0.20
H 1.46504 -0.11486 -0.20693 0.054 -0.167 0.287 0.13
H 1.53436 1.42813 1.71797 1.243 -0.290 -0.248 0.13
O -0.24574 1.06704 -0.45575 -1.268 -1.789 0.292 -0.76
C -0.96206 -0.01331 -0.44737 1.571 0.487 -0.675 0.71
O -0.58585 -1.19216 -0.19858 -0.388 0.928 0.055 -0.73
C -2.41542 0.13851 -0.89262 -0.561 -0.383 0.384 -0.89
H -3.04375 -0.15030 -0.00112 0.295 0.439 -1.038 0.19
H -2.56175 1.16249 -1.22473 -0.363 0.123 0.244 0.27
H -2.65869 -0.53280 -1.74492 0.228 0.180 0.657 0.24
```
Forces are in eV/Å.

Output
Energy relative to the best compared isomer or geometry (same formula, charge and spin), eV: 0.537
Highest occupied orbital energy, eV: -4.293
E_LUMO, eV: 3.57
Total charge: -1

---

The following is a DFT calculation (ωB97M-V with the def2-TZVPD basis set) of C45H44AsN5OS4Ti as an isolated structure at a distorted geometry.

XYZ file:
```
101
Properties=species:S:1:pos:R:3:forces:R:3:mulliken_charge:R:1
Ti 1.30139 -0.20435 0.97980 0.822 -0.140 -0.210 1.04
S 3.56944 0.31362 -0.25264 -0.399 -0.116 0.052 -0.35
C 4.56250 1.27605 0.81524 0.472 -0.218 0.151 0.19
C 5.56020 2.06999 0.27559 0.417 0.635 -0.481 -0.82
C 6.47399 2.77279 1.04635 0.562 0.563 -0.514 -0.75
C 6.44632 2.68791 2.41094 -0.137 0.102 1.416 -0.66
C 5.46563 1.87963 2.98758 0.732 0.414 0.328 -0.54
C 4.56289 1.21002 2.22129 -1.614 -0.973 -0.425 0.25
S 3.35054 0.06766 2.91033 -0.210 -0.131 0.056 0.57
C 2.83614 0.88746 4.46729 1.229 -0.613 0.485 -1.02
C 1.74643 0.10962 5.18203 0.568 -0.829 -1.790 0.33
C 1.02740 0.61586 6.22087 -0.272 0.016 0.566 -0.80
C -0.04210 -0.10041 6.70940 -1.078 -0.807 0.389 -0.63
C -0.42237 -1.28487 6.06896 0.817 0.299 0.348 -0.65
C 0.40348 -1.73972 5.04040 -0.693 -0.326 -0.260 0.14
C 0.07153 -2.92219 4.17076 0.455 -1.599 -0.302 -0.40
S -0.71851 -2.46974 2.50614 0.713 -0.202 0.931 0.06
C -1.95849 -1.29761 2.87534 -2.544 0.809 0.399 -0.30
C -3.33841 -1.71510 3.12610 2.623 -2.662 -0.300 -0.58
C -4.36307 -0.89429 3.38193 -0.156 2.705 0.738 -0.67
C -4.10428 0.52363 3.37320 -0.104 -0.581 -0.404 -0.60
C -2.85665 0.97631 2.99509 -0.148 -0.481 0.371 -0.86
C -1.75172 0.09124 2.83918 0.320 -0.057 -0.442 0.94
S -0.20419 0.89379 2.63948 -0.139 0.127 0.040 -0.45
N 1.49012 -1.08879 4.65693 0.002 0.461 -0.234 -0.16
H 5.62799 2.18541 -0.79425 -0.101 -0.168 -0.216 0.47
H 7.22834 3.41035 0.57271 -0.329 -0.292 0.007 0.32
H 7.11877 3.24410 3.08840 -0.268 -0.367 -0.681 0.36
H 5.44816 1.73079 4.04718 0.017 0.101 0.493 0.34
H 2.59674 1.89235 4.19198 -0.684 0.642 0.080 0.52
H 3.71658 0.95774 5.12964 -0.227 -0.091 -0.212 0.59
H 1.36204 1.52679 6.63263 -0.014 1.038 0.566 0.57
H -0.65680 0.18645 7.58002 0.612 0.251 -0.541 0.37
H -1.24079 -1.86732 6.47090 -0.127 0.006 -0.350 0.49
H -0.47602 -3.78224 4.66794 0.181 1.365 -0.482 0.52
H 1.04541 -3.38164 3.84410 -0.817 0.511 0.165 0.14
H -3.51652 -2.82116 3.18756 0.234 1.063 -0.201 0.29
H -5.31542 -1.26525 3.70803 -0.316 -0.150 -0.122 0.41
H -4.89199 1.24195 3.63642 0.277 -0.369 -0.299 0.35
H -2.61431 2.02110 2.82147 -0.304 -0.054 0.351 0.47
C -8.66799 3.40198 -7.74753 -0.169 -0.896 -0.372 -0.78
O -7.44698 4.07960 -7.64083 1.035 0.187 -0.171 -0.44
C -6.50266 3.63317 -6.76040 -0.764 -0.686 -0.147 0.71
C -5.20884 4.09747 -6.95719 -0.913 0.032 -0.254 -0.70
C -4.25602 3.76019 -6.03240 1.011 0.064 0.291 -0.35
C -4.50771 2.88356 -4.98022 -0.684 0.181 -0.036 0.08
C -5.81262 2.38426 -4.82081 1.353 0.148 -0.734 -1.13
C -6.78601 2.70813 -5.75145 -0.315 0.046 0.456 -0.07
C -3.39530 2.40440 -4.14887 -1.240 -1.193 0.180 0.22
N -3.24422 1.12419 -3.78104 -0.054 1.971 -1.030 -0.72
C -2.11613 1.17974 -3.04510 0.993 -2.315 1.646 1.06
C -1.59076 2.44607 -2.87808 -0.345 -1.380 -0.157 -0.22
N -2.44376 3.21013 -3.62736 0.346 1.362 0.079 -0.08
C -0.51748 2.67814 -1.97235 -0.030 -0.761 0.590 0.41
C 0.05814 3.92260 -1.68687 -0.977 -1.002 -0.632 -0.58
C 0.91490 4.05457 -0.66776 0.953 -0.161 0.976 -1.20
C 1.25890 2.91397 0.04210 1.067 -0.232 0.413 -0.24
N 0.82287 1.69717 -0.22713 -0.386 -0.076 0.228 0.37
C -0.09889 1.53088 -1.20438 0.815 2.083 0.274 -0.33
C -0.57082 0.20861 -1.39597 -0.606 -1.317 -0.673 -0.47
N -0.05390 -0.81711 -0.62882 -0.942 0.189 -0.440 1.15
C -0.50090 -2.05731 -0.88650 -0.155 0.941 -0.791 -0.36
C -1.34628 -2.39479 -1.96211 -0.646 2.124 -0.039 -1.56
C -1.97651 -1.35633 -2.66812 1.072 0.652 0.736 -0.74
C -1.56426 -0.00762 -2.36470 -0.461 -0.452 -0.636 0.50
H -9.17230 3.83832 -8.63446 0.205 -0.416 0.673 0.22
H -9.24862 3.55679 -6.83981 -0.332 -0.007 -0.025 0.33
H -8.50330 2.29317 -7.87991 -0.242 1.019 -0.041 0.34
H -5.07253 4.60808 -7.90419 0.465 0.409 0.390 0.41
H -3.24376 4.14728 -6.08697 0.005 -0.055 -0.457 0.40
H -5.95997 1.69341 -4.01918 -0.395 -0.387 0.259 0.45
H -7.75219 2.21491 -5.66406 0.094 0.387 -0.045 0.37
H -2.50887 4.21994 -3.59249 0.021 -0.272 -0.205 0.30
H -0.18780 4.76827 -2.25280 -0.523 1.063 -0.894 0.55
H 1.37306 4.99790 -0.41652 -0.001 0.069 0.044 0.47
H 2.03521 3.01296 0.80059 -0.274 -0.304 0.088 0.33
H -0.21669 -2.79595 -0.17781 0.486 -0.611 0.254 0.53
H -1.58147 -3.40449 -2.19549 -0.127 -0.700 0.118 0.54
H -2.74124 -1.52623 -3.43180 0.396 0.041 0.265 0.51
C 2.74118 -3.28784 -2.45165 0.577 -0.549 0.574 -1.11
C 3.58169 -3.48828 -1.18736 1.056 -0.399 -0.362 -0.71
As 2.64527 -3.03618 0.44064 -0.211 -0.343 0.929 0.80
C 4.12848 -3.41011 1.71893 -0.568 -0.562 -0.513 -0.72
C 5.35168 -2.58909 1.39388 0.722 0.826 0.186 -1.35
C 1.63706 -4.78380 0.62405 1.418 0.266 -0.892 -0.34
C 2.48618 -5.99827 0.95230 -0.206 -0.670 -0.753 -1.50
H 3.33315 -3.43873 -3.36951 -0.325 -0.017 0.344 0.40
H 2.33720 -2.28830 -2.43789 -0.284 0.363 -0.239 0.18
H 1.94268 -4.02380 -2.37804 -0.311 0.107 -0.528 0.26
H 4.52142 -2.90347 -1.23229 -0.540 -0.248 0.101 0.44
H 3.85024 -4.55902 -1.02777 0.038 0.683 -0.398 0.36
H 4.36502 -4.48113 1.70871 0.023 0.280 -0.216 0.56
H 3.70917 -3.23274 2.69770 -0.011 0.434 0.420 0.37
H 5.92855 -3.06151 0.57687 -0.287 0.397 0.290 0.38
H 6.02349 -2.52296 2.26753 -0.181 -0.128 -0.277 0.37
H 5.10318 -1.53346 1.12751 0.193 -0.856 -0.011 0.24
H 1.07710 -4.92804 -0.30459 -0.123 0.054 0.194 0.35
H 0.99834 -4.67252 1.44626 -1.435 0.455 0.958 0.15
H 3.20054 -6.25147 0.15500 0.087 0.226 0.377 0.30
H 1.84976 -6.89199 1.03144 0.031 0.204 0.100 0.44
H 2.98188 -5.86523 1.90481 0.227 -0.152 0.070 0.34
```
Forces are in eV/Å.

Output
Energy relative to the best compared isomer or geometry (same formula, charge and spin), eV: 0.000
Highest occupied orbital energy (spin up / spin down), eV: -5.674 / -6.725
⟨S²⟩: 2.01
Multiplicity: 3
E_LUMO (spin up / spin down), eV: -0.21 / -0.31

---

The following is a DFT calculation (ωB97M-V with the def2-TZVPD basis set) of one molecule with the formula C4H8O2.

XYZ file:
```
14
Properties=species:S:1:pos:R:3:forces:R:3:mulliken_charge:R:1
C 1.35253 0.87065 0.41409 0.065 0.165 -0.052 -0.64
C 0.83887 -1.53607 -0.48136 -0.157 -0.146 0.231 -0.64
O 0.79198 -0.39492 0.79054 0.062 -0.049 0.047 -0.14
C -0.39045 -0.93018 0.08007 -0.156 -0.017 -0.078 0.32
C -1.19924 0.04018 -0.73722 0.207 -0.170 -0.219 -0.79
O -2.02954 0.87996 0.04036 0.056 0.153 0.198 -0.50
H 0.57392 1.60519 0.19491 0.093 -0.065 0.048 0.31
H 1.99133 0.73519 -0.45738 -0.070 0.062 0.074 0.32
H 1.92789 1.19921 1.28041 -0.022 -0.034 -0.113 0.24
H 1.04546 -2.43601 0.12238 -0.019 0.140 -0.102 0.15
H -1.00642 -1.41527 0.84497 0.092 0.011 -0.128 0.31
H -1.87009 -0.55718 -1.36312 0.110 0.035 0.058 0.33
H -0.54365 0.59991 -1.41809 -0.101 -0.055 0.109 0.39
H -1.48262 1.33934 0.68943 -0.158 -0.031 -0.073 0.34
```
Forces are in eV/Å.

Output
Energy relative to the best compared isomer or geometry (same formula, charge and spin), eV: 5.487
Highest occupied orbital energy, eV: -8.375
E_LUMO, eV: 0.75